No. 1
{
  "formula": "C18H40OP2SiSn",
  "method": "ωB97M-V/def2-TZVPD",
  "symbols": ["P", "P", "C", "C", "H", "H", "H", "H", "C", "H", "H", "H", "C", "H", "H", "H", "C", "H", "H", "H", "C", "H", "H", "H", "Sn", "C", "C", "C", "C", "C", "C", "C", "C", "C", "H", "H", "H", "H", "H", "H", "H", "H", "H", "H", "H", "H", "H", "H", "H", "C", "Si", "C", "C", "O", "H", "H", "H", "H", "H", "H", "H", "H", "H"],
  "coordinates": [[-2.343, 0.038, -1.017], [0.104, -3.331, 0.285], [-1.855, -1.762, -1.354], [-1.645, -2.673, -0.118], [-0.937, -1.721, -1.977], [-2.660, -2.189, -1.978], [-1.846, -2.118, 0.817], [-2.321, -3.558, -0.160], [0.683, -4.508, -1.109], [1.623, -4.971, -0.764], [0.893, -3.962, -2.033], [-0.041, -5.309, -1.298], [-0.370, -4.756, 1.353], [-0.254, -5.726, 0.843], [-1.403, -4.658, 1.706], [0.313, -4.751, 2.216], [-3.582, 0.377, -2.370], [-4.024, 1.374, -2.230], [-4.407, -0.348, -2.332], [-3.170, 0.360, -3.385], [-3.559, -0.015, 0.326], [-3.307, -0.763, 1.090], [-4.557, -0.250, -0.090], [-3.600, 0.986, 0.784], [-0.820, 0.344, 2.549], [2.486, -0.929, -1.709], [2.237, -1.357, -2.951], [0.953, -1.066, -3.672], [0.666, 0.420, -4.032], [-0.389, 1.006, -3.194], [-0.424, 1.047, -1.803], [0.537, 0.308, -0.816], [2.013, 0.415, -1.185], [-1.421, 2.290, 1.533], [2.975, -1.608, -0.984], [2.911, -2.035, -3.482], [0.146, -1.389, -2.996], [0.852, -1.663, -4.585], [1.602, 1.038, -4.018], [0.262, 0.448, -5.066], [-1.185, 1.556, -3.688], [-0.737, 1.989, -1.360], [0.239, -0.761, -0.667], [0.385, 0.747, 0.202], [2.184, 1.238, -1.903], [2.583, 0.597, -0.259], [-2.287, 2.688, 2.049], [-1.670, 2.088, 0.493], [-0.603, 3.003, 1.598], [3.128, 2.176, 2.729], [1.623, 2.728, 3.712], [2.182, 2.999, 5.489], [1.111, 4.457, 3.094], [0.418, 1.618, 3.623], [4.057, 2.679, 3.062], [3.024, 2.381, 1.646], [3.288, 1.089, 2.850], [2.714, 3.958, 5.602], [1.323, 3.016, 6.170], [2.865, 2.208, 5.830], [1.365, 4.632, 2.038], [0.033, 4.644, 3.220], [1.636, 5.235, 3.676]],
  "atomic_forces_ev_per_a": [[-0.6, -1.1, -0.4], [0.1, -0.6, -1.1], [-0.5, 0.0, -0.2], [0.3, -0.6, 0.0], [-0.9, 0.0, 0.5], [0.4, 0.0, 0.1], [-0.1, -0.4, -0.3], [0.3, 0.7, 0.1], [-0.3, 0.8, 0.1], [-0.3, 0.3, 0.0], [0.0, -0.1, 0.1], [0.0, 0.2, 0.0], [0.1, -0.1, 0.8], [-0.1, 0.4, 0.1], [0.2, -0.1, 0.1], [-0.4, -0.2, -0.1], [0.1, 0.0, -0.1], [0.2, -0.2, 0.1], [0.3, 0.1, 0.1], [0.2, -0.1, 0.3], [-1.2, -0.4, 0.3], [-0.1, 0.3, -0.1], [0.3, 0.0, 0.5], [0.0, -0.4, -0.1], [0.7, 2.3, 0.3], [0.7, 0.1, -0.1], [0.1, -0.6, -0.3], [0.1, 1.0, -0.5], [-0.1, -0.8, -1.1], [-0.5, 0.7, 2.5], [2.0, 0.8, -0.9], [-1.1, 0.4, 0.2], [-0.2, -1.0, 0.6], [0.1, -1.1, -0.1], [0.7, 0.8, -0.7], [-0.4, -0.7, 0.8], [0.5, 0.1, -0.6], [0.3, 0.0, 0.2], [-0.7, -0.5, 0.0], [0.6, 0.0, 0.4], [0.4, 0.5, 0.0], [-0.6, -0.3, -0.1], [0.5, 0.9, -0.3], [-0.1, 0.1, -0.7], [0.1, -0.5, 0.4], [-0.1, 0.2, -0.5], [-0.3, 0.2, 0.1], [-0.1, 0.2, 0.0], [0.0, -0.1, 0.1], [0.3, -0.2, -0.4], [0.0, 0.4, 0.1], [0.0, -0.1, 0.2], [-0.1, 0.1, 0.0], [0.0, -0.8, -0.3], [-0.5, -0.1, -0.1], [0.0, -0.1, 0.4], [0.0, 0.4, 0.0], [-0.2, -0.3, -0.1], [0.1, 0.0, -0.1], [-0.2, 0.1, -0.1], [-0.1, -0.1, 0.2], [0.3, -0.1, 0.0], [-0.1, -0.3, -0.2]],
  "nbo_charge": [0.997, 0.758, -0.726, -0.697, 0.228, 0.226, 0.216, 0.225, -0.910, 0.233, 0.229, 0.211, -0.939, 0.226, 0.229, 0.234, -0.937, 0.236, 0.217, 0.241, -0.994, 0.230, 0.225, 0.245, 1.303, -0.174, -0.203, -0.432, -0.442, -0.302, -0.225, -0.447, -0.465, -1.189, 0.211, 0.204, 0.199, 0.215, 0.208, 0.211, 0.196, 0.204, 0.223, 0.195, 0.224, 0.222, 0.216, 0.200, 0.226, -1.149, 1.915, -1.136, -1.144, -1.369, 0.239, 0.228, 0.234, 0.231, 0.235, 0.231, 0.230, 0.236, 0.234],
  "fmax_ev_per_a": 2.63,
  "multiplicity": 1,
  "e_tot_ev": -53645.949,
  "charge": 0,
  "orbital_gap_ev": 6.07
}

***

No. 2
{
  "formula": "C3H9N3O2",
  "method": "ωB97M-V/def2-TZVPD",
  "symbols": ["C", "C", "N", "N", "C", "N", "O", "O", "H", "H", "H", "H", "H", "H", "H", "H", "H"],
  "coordinates": [[0.141, -0.924, 0.348], [-0.870, 0.147, -1.580], [-0.250, 0.331, -0.267], [-0.944, 1.170, 0.620], [1.192, -0.777, 1.351], [2.324, -0.251, 0.466], [-2.312, 0.756, 0.876], [1.429, -1.370, 2.363], [-2.809, 0.800, 0.044], [-1.005, 2.088, 0.180], [3.241, -0.471, 0.836], [2.248, 0.732, 0.235], [1.365, -0.993, -0.351], [-0.693, -1.549, 0.672], [-0.138, -0.289, -2.257], [-1.744, -0.518, -1.555], [-1.171, 1.118, -1.981]],
  "atomic_forces_ev_per_a": [[0.6, 0.5, -0.9], [0.0, 0.0, 0.2], [-0.3, 0.3, 0.1], [-0.2, -0.1, 0.0], [1.5, -0.6, -0.6], [0.7, 0.6, 1.1], [0.3, 0.1, -0.2], [-0.3, 0.7, -0.3], [0.1, 0.0, 0.0], [-0.1, -0.2, 0.0], [0.0, 0.1, 0.2], [-0.1, 0.0, 0.1], [-2.5, -1.2, 0.5], [0.1, -0.2, -0.3], [0.0, 0.0, 0.0], [0.0, 0.0, 0.0], [0.0, 0.0, 0.0]],
  "nbo_charge": [-0.459, -0.437, -0.318, -0.182, 0.691, -0.931, -0.601, -0.521, 0.440, 0.327, 0.398, 0.404, 0.384, 0.215, 0.218, 0.178, 0.194],
  "fmax_ev_per_a": 2.77,
  "multiplicity": 1,
  "e_tot_ev": -11817.122,
  "charge": 0,
  "de_lowest_kcal_mol": 160.0,
  "orbital_gap_ev": 9.56
}

***

No. 3
{
  "formula": "C10H32N4O6",
  "method": "ωB97M-V/def2-TZVPD",
  "symbols": ["N", "C", "N", "O", "H", "H", "H", "H", "N", "C", "N", "O", "H", "H", "H", "H", "C", "C", "O", "H", "H", "H", "H", "H", "H", "C", "C", "O", "H", "H", "H", "H", "H", "H", "C", "C", "O", "H", "H", "H", "H", "H", "H", "C", "C", "O", "H", "H", "H", "H", "H", "H"],
  "coordinates": [[13.098, 12.853, 10.262], [14.135, 13.373, 10.912], [14.751, 14.174, 10.130], [14.406, 13.068, 12.077], [12.425, 12.237, 10.696], [13.056, 13.240, 9.330], [14.399, 14.534, 9.254], [15.737, 14.237, 10.339], [9.876, 10.052, 5.799], [11.148, 10.261, 5.655], [11.864, 9.221, 5.972], [11.744, 11.240, 5.197], [9.189, 10.759, 5.577], [9.661, 9.220, 6.331], [11.422, 8.431, 6.421], [12.854, 9.410, 6.030], [10.753, 5.926, 6.299], [9.559, 6.258, 7.153], [9.126, 7.571, 6.971], [10.819, 6.407, 5.323], [10.729, 4.845, 6.166], [11.780, 6.035, 6.648], [9.776, 6.043, 8.200], [8.862, 5.450, 6.934], [8.177, 7.443, 7.032], [7.421, 7.779, 11.538], [6.089, 8.035, 12.382], [5.644, 9.331, 11.932], [7.304, 7.685, 10.458], [7.886, 6.887, 11.958], [8.159, 8.530, 11.818], [6.224, 8.098, 13.461], [5.246, 7.371, 12.192], [5.256, 9.234, 11.059], [12.758, 11.469, 14.612], [11.718, 10.607, 14.050], [12.021, 9.214, 13.961], [13.594, 11.561, 13.919], [13.115, 11.148, 15.591], [12.457, 12.504, 14.774], [11.399, 11.019, 13.093], [10.838, 10.779, 14.670], [12.681, 9.130, 13.269], [11.281, 9.341, 10.682], [12.145, 8.632, 9.682], [11.564, 7.372, 9.594], [11.607, 10.372, 10.821], [11.252, 8.874, 11.666], [10.222, 9.381, 10.428], [13.151, 8.695, 10.098], [12.372, 9.005, 8.684], [10.895, 7.392, 8.906]],
  "atomic_forces_ev_per_a": [[-1.8, -0.7, -1.0], [-2.4, -3.2, 3.8], [4.5, 3.7, -2.0], [0.6, 0.4, -0.7], [0.1, 0.4, -0.3], [-1.2, -1.1, 0.1], [0.3, -0.3, 0.3], [-0.1, 0.7, -0.3], [-3.4, 0.2, 0.4], [2.2, 3.0, -1.9], [2.3, -3.2, 1.3], [-0.9, 0.7, 0.1], [0.3, -0.2, 0.2], [-0.8, 0.4, -0.3], [0.7, 0.0, 0.0], [-0.2, -0.5, 0.1], [1.3, -0.9, -0.6], [1.7, -1.7, 0.4], [-1.1, -0.2, 0.1], [-0.8, 0.0, -0.1], [-0.1, -0.1, -0.4], [-0.2, 0.6, 0.9], [0.2, 0.2, 0.3], [-0.9, 0.7, -0.4], [-0.3, 1.0, 0.0], [-0.6, -0.9, 2.5], [0.7, 1.2, -2.3], [-0.3, 0.4, 0.7], [-0.3, 0.1, 0.2], [0.0, -0.5, -0.4], [-0.3, 0.4, -0.3], [0.4, 0.0, -0.2], [0.4, -0.7, 0.0], [0.0, -0.1, 0.0], [2.1, 0.9, 0.4], [-1.7, 0.2, 0.0], [-0.2, 0.6, 0.2], [0.3, -0.1, 0.1], [0.0, -0.4, -0.1], [-0.5, 0.0, -0.2], [0.1, -0.2, -0.5], [-0.3, -0.9, 0.2], [0.2, -0.1, 0.0], [-0.7, 1.8, 0.0], [0.1, 0.6, 0.6], [0.6, -2.0, -0.4], [0.0, 0.1, 0.1], [0.6, -0.3, -0.2], [0.0, 0.1, -0.5], [0.3, -1.2, 0.3], [-0.9, 0.8, -0.1], [0.0, 0.2, 0.0]],
  "nbo_charge": [-0.828, 0.750, -0.826, -0.682, 0.407, 0.377, 0.394, 0.408, -0.833, 0.745, -0.831, -0.700, 0.406, 0.409, 0.376, 0.411, -0.670, -0.090, -0.737, 0.231, 0.225, 0.222, 0.166, 0.182, 0.491, -0.640, -0.062, -0.733, 0.197, 0.208, 0.222, 0.187, 0.163, 0.458, -0.647, -0.069, -0.713, 0.229, 0.206, 0.219, 0.146, 0.170, 0.462, -0.629, -0.079, -0.721, 0.178, 0.235, 0.203, 0.172, 0.171, 0.464],
  "fmax_ev_per_a": 6.17,
  "multiplicity": 1,
  "e_tot_ev": -29132.697,
  "charge": 0,
  "smiles": "NC(N)=O.NC(N)=O.CCO.CCO.CCO.CCO",
  "de_lowest_kcal_mol": 44.5,
  "orbital_gap_ev": 9.58
}

***

No. 4
{
  "formula": "C18H56O18",
  "method": "ωB97M-V/def2-TZVPD",
  "symbols": ["O", "C", "C", "O", "H", "H", "H", "H", "H", "H", "O", "C", "C", "O", "H", "H", "H", "H", "H", "H", "O", "C", "C", "O", "H", "H", "H", "H", "H", "H", "O", "C", "C", "O", "H", "H", "H", "H", "H", "H", "O", "C", "C", "O", "H", "H", "H", "H", "H", "H", "O", "C", "C", "O", "H", "H", "H", "H", "H", "H", "O", "C", "C", "O", "H", "H", "H", "H", "H", "H", "O", "C", "C", "O", "H", "H", "H", "H", "H", "H", "C", "O", "H", "H", "H", "H", "C", "O", "H", "H", "H", "H"],
  "coordinates": [[2.143, 0.490, 5.906], [3.375, 0.377, 6.714], [3.603, 1.756, 7.459], [2.345, 1.987, 8.113], [1.792, -0.385, 5.726], [3.341, -0.500, 7.361], [4.145, 0.083, 5.999], [3.966, 2.550, 6.807], [4.371, 1.560, 8.208], [1.782, 1.213, 8.041], [-2.511, -4.506, 2.625], [-3.467, -3.982, 3.479], [-2.903, -3.673, 4.782], [-1.872, -2.748, 4.916], [-2.059, -5.147, 3.179], [-3.803, -3.094, 2.944], [-4.259, -4.715, 3.632], [-2.671, -4.646, 5.213], [-3.725, -3.321, 5.405], [-2.038, -2.043, 4.285], [-1.217, -0.136, 1.774], [-0.036, 0.264, 1.147], [0.399, -0.548, -0.073], [0.394, -1.957, 0.116], [-1.981, 0.252, 1.341], [-0.138, 1.286, 0.781], [0.822, 0.113, 1.803], [1.373, -0.205, -0.421], [-0.201, -0.238, -0.928], [-0.253, -2.151, 0.798], [-0.857, -4.793, -2.173], [-1.914, -4.424, -3.055], [-2.928, -3.683, -2.277], [-3.664, -4.502, -1.276], [-0.491, -4.073, -1.654], [-1.496, -3.772, -3.822], [-2.224, -5.340, -3.559], [-3.746, -3.257, -2.857], [-2.452, -2.793, -1.865], [-2.959, -4.787, -0.689], [3.634, -1.855, -4.784], [4.831, -1.742, -5.585], [5.438, -3.058, -5.925], [6.251, -3.405, -4.813], [3.658, -2.552, -4.124], [4.584, -1.201, -6.498], [5.435, -1.080, -4.965], [6.110, -3.009, -6.782], [4.785, -3.894, -6.179], [6.738, -4.216, -4.978], [-0.221, 3.974, 5.345], [-1.251, 4.084, 6.209], [-2.373, 4.753, 5.381], [-3.087, 3.729, 4.640], [0.344, 3.280, 5.693], [-1.556, 3.087, 6.530], [-0.950, 4.618, 7.109], [-2.087, 5.606, 4.767], [-3.006, 5.244, 6.120], [-2.406, 3.212, 4.203], [-6.819, 4.158, -0.525], [-6.675, 2.869, -1.201], [-5.234, 2.284, -1.080], [-5.004, 1.953, 0.337], [-7.424, 4.629, -1.103], [-7.533, 2.270, -0.898], [-6.836, 2.848, -2.278], [-4.488, 2.981, -1.460], [-5.219, 1.313, -1.575], [-5.253, 2.780, 0.755], [0.994, 1.625, -4.730], [1.347, 2.896, -5.015], [2.187, 2.964, -6.363], [2.772, 4.250, -6.456], [1.707, 0.990, -4.834], [0.429, 3.474, -5.120], [1.953, 3.061, -4.124], [1.408, 2.875, -7.120], [2.986, 2.246, -6.546], [3.379, 4.360, -5.721], [-1.652, -0.895, -7.477], [-2.055, -0.455, -6.233], [-2.578, -1.010, -8.041], [-1.013, -0.150, -7.951], [-1.170, -1.858, -7.644], [-1.352, 0.019, -5.783], [6.310, 1.230, 2.328], [6.545, 0.368, 1.242], [6.476, 2.243, 1.960], [5.283, 1.224, 2.692], [6.856, 0.891, 3.209], [6.813, -0.520, 1.489]],
  "atomic_forces_ev_per_a": [[0.8, 0.2, 1.0], [-0.2, 0.6, -1.6], [-1.3, -3.2, 0.0], [0.8, 1.3, 0.1], [0.1, -0.1, 0.0], [-0.4, 0.4, 0.7], [0.5, 0.6, 0.0], [-0.7, 0.1, -0.1], [0.1, 0.2, 0.1], [0.1, 0.0, -0.3], [1.1, -0.8, -0.7], [-0.5, 0.8, -1.5], [-1.2, 0.1, 2.3], [0.8, -0.1, -0.4], [0.5, -0.4, -0.4], [-0.6, 0.1, 0.2], [-0.5, 0.2, 0.0], [0.9, 0.0, 0.4], [-0.5, 0.0, 0.2], [0.1, 0.2, -0.1], [-0.3, -0.7, 0.4], [1.2, -0.2, -1.1], [-0.8, 0.2, -0.7], [0.3, 0.4, -0.1], [0.0, 0.1, -0.2], [0.4, 0.3, 0.3], [-0.4, 0.5, 0.8], [0.4, -0.2, 0.6], [-0.7, -0.4, -0.2], [-0.3, 0.0, 0.2], [0.3, -1.2, 0.1], [1.3, 0.2, 0.1], [-2.7, -0.1, 0.7], [1.5, 1.2, -1.2], [-0.2, 0.5, -0.2], [-0.2, 0.2, -0.3], [-0.3, 0.0, 0.3], [0.1, -0.2, -0.5], [0.2, -0.1, 0.7], [0.0, -0.4, 0.4], [-0.7, 0.3, -0.8], [-1.5, 0.3, 0.8], [1.8, -0.6, 0.0], [0.1, -0.2, 0.8], [0.6, -0.1, -0.1], [-0.4, 0.0, 0.1], [1.0, -0.4, -0.5], [0.0, 0.6, -0.4], [-0.8, 0.4, 0.2], [-0.1, -0.1, -0.1], [2.7, -0.8, -1.6], [-1.9, 0.9, 0.2], [-0.6, -0.8, 1.6], [0.2, 1.2, 0.5], [0.6, 0.0, -0.3], [-0.6, 0.0, 0.1], [-0.3, 0.5, 0.2], [0.7, -0.4, -0.4], [-0.9, -0.5, -0.1], [0.1, -0.1, -0.2], [0.5, -1.1, -1.2], [0.6, 0.0, -0.5], [-2.0, -0.6, 2.3], [0.2, 0.6, -1.4], [0.0, 0.4, 0.3], [0.6, -0.7, 0.8], [0.0, 1.1, -0.4], [0.0, 0.0, -0.1], [0.2, 0.2, -0.3], [0.1, 0.1, 0.6], [-2.4, -3.8, -0.1], [2.6, 0.1, -0.8], [-1.1, 1.3, 1.2], [-0.2, 0.4, -0.5], [0.2, 0.1, 0.0], [0.4, 0.4, 0.2], [0.4, 2.0, -0.2], [0.4, 0.0, -0.4], [-0.3, -0.7, 0.5], [0.0, 0.0, 0.1], [-0.3, 0.3, -1.8], [-0.1, -0.2, 1.5], [0.0, 0.3, -0.3], [0.0, 0.1, -0.3], [0.4, -0.3, 1.1], [0.2, -0.1, 0.0], [-0.5, -0.5, 0.4], [-0.1, -0.1, -0.8], [0.5, 0.0, 0.4], [-0.5, -0.2, -0.4], [0.6, 0.7, 0.0], [-0.1, 0.2, 0.4]],
  "mulliken_charge": [-0.460, -0.638, -0.224, -0.502, 0.267, 0.376, 0.347, 0.267, 0.257, 0.314, -0.429, -0.426, -0.563, -0.439, 0.278, 0.354, 0.238, 0.411, 0.285, 0.293, -0.453, -0.464, -0.343, -0.460, 0.257, 0.360, 0.240, 0.333, 0.236, 0.294, -0.545, -0.247, -0.323, -0.513, 0.313, 0.231, 0.258, 0.330, 0.181, 0.310, -0.503, -0.247, -0.491, -0.519, 0.287, 0.257, 0.257, 0.332, 0.337, 0.290, -0.500, -0.409, -0.416, -0.502, 0.292, 0.309, 0.357, 0.248, 0.303, 0.313, -0.512, -0.429, -0.367, -0.499, 0.292, 0.325, 0.337, 0.258, 0.280, 0.316, -0.435, -0.267, -0.402, -0.534, 0.251, 0.219, 0.318, 0.224, 0.327, 0.304, -0.541, -0.473, 0.238, 0.207, 0.258, 0.306, -0.398, -0.509, 0.219, 0.170, 0.223, 0.296],
  "fmax_ev_per_a": 4.47,
  "multiplicity": 1,
  "e_tot_ev": -56420.346,
  "charge": 0,
  "smiles": "OCCO.OCCO.OCCO.OCCO.OCCO.OCCO.OCCO.OCCO.CO.CO",
  "de_lowest_kcal_mol": 117.2,
  "orbital_gap_ev": 10.13
}